The following is a quantum chemistry calculation of C15H11N4O7S2Ti as an isolated structure, from OMol25.

XYZ file:
```
40
C15H11N4O7S2Ti ωB97M-V/def2-TZVPD
Ti 0.70994 1.32859 -0.05217
N -3.61523 1.46155 2.02848
C -2.86471 1.42766 0.84717
S -2.94683 2.76944 -0.20057
N -2.21307 0.30160 0.69114
N -1.28291 0.32502 -0.32950
C -1.35773 -0.63325 -1.17545
C -0.47481 -0.80625 -2.31729
C -0.53547 -1.98009 -3.06629
C 0.20556 -2.13944 -4.22477
C 1.00334 -1.07829 -4.65769
C 1.07354 0.10115 -3.94712
C 0.36438 0.26545 -2.73658
O 0.43784 1.35651 -2.04962
H -3.85491 2.41137 2.26419
H -3.13887 0.97017 2.77428
H -2.17701 -1.34435 -1.05046
H -1.18985 -2.77739 -2.72510
H 0.15798 -3.06288 -4.78855
H 1.58148 -1.18238 -5.57059
H 1.69262 0.92605 -4.27584
S -0.20226 0.73241 3.61276
C 0.37829 -0.72291 2.82638
C 0.77976 -1.78244 3.65649
C 1.18952 -2.96647 3.08379
C 1.21445 -3.07844 1.70044
C 0.82353 -1.97714 0.95876
N 0.40773 -0.83486 1.49460
H 0.77087 -1.65224 4.73023
H 1.50072 -3.79354 3.71293
H 1.53934 -3.98298 1.20406
H 0.85225 -1.99677 -0.12549
O 1.63748 5.15973 0.65635
C 1.17042 4.03960 0.62141
O 1.23201 3.21429 -0.36955
C 0.41132 3.44204 1.84863
O 0.21551 4.04532 2.87683
O 0.04225 2.20958 1.60783
O 2.24182 0.92355 0.89557
O 2.21970 0.38103 -0.42970
```

Values from the calculation:
spin multiplicity	2
HOMO (alpha / beta)	-1.5432 / -1.5395	eV
relative energy (zero: lowest compared OMol25 entry of this formula, charge and spin)	1.036	eV
net charge	-2
Kohn-Sham gap (alpha / beta)	6.15 / 5.38	eV
LUMO (alpha / beta)	4.6 / 3.8	eV


The following is a quantum chemistry calculation of a 9-piece molecular cluster, C40H47N8O16 overall in a non-equilibrium geometry, from OMol25.

XYZ file:
```
111
C40H47N8O16 ωB97M-V/def2-TZVPD
C -50.30636 16.40038 -6.03405
O -50.92573 15.97315 -7.06091
O -50.09053 15.48605 -5.04281
O -49.95870 17.58993 -5.86746
H -50.42831 14.66267 -5.28282
C -52.02517 10.37365 -5.90438
C -51.61621 11.81929 -5.83051
C -52.38520 12.81931 -6.80907
C -53.52729 12.12559 -7.69568
C -53.78081 10.65193 -7.66771
C -52.90112 9.78776 -6.75723
N -54.35395 12.94526 -8.58360
O -54.51394 14.12392 -8.28957
O -54.90173 12.33091 -9.47159
H -51.53981 9.64152 -5.38930
H -50.83326 12.29454 -5.28679
H -52.37759 13.95913 -7.03769
H -54.55142 10.09255 -8.32920
H -53.12597 8.63746 -6.94277
C -47.13617 16.86854 -3.04471
C -46.60722 17.29838 -1.77674
C -45.47523 18.36297 -1.81590
C -45.25396 19.13643 -3.06910
C -45.86459 18.44483 -4.36319
C -46.80342 17.28262 -4.20567
N -44.29628 20.16297 -3.20240
O -44.12580 20.59428 -4.37603
O -43.78696 20.57522 -2.12544
H -48.05862 16.16391 -3.20090
H -46.88274 17.13501 -0.69038
H -44.95126 18.43139 -0.76180
H -45.49972 18.86027 -5.33901
H -47.02645 16.98576 -5.10205
C -48.68108 20.91106 -6.38504
C -48.92093 20.53825 -4.83713
C -48.25822 21.41908 -3.86731
C -47.74664 22.80976 -4.18330
C -47.59417 23.20169 -5.64564
C -48.19925 22.24140 -6.79334
N -47.32162 23.75910 -3.13154
O -47.27232 23.33450 -1.96140
O -47.33336 24.86233 -3.38272
H -49.30809 20.38476 -7.21184
H -49.19254 19.53700 -4.55275
H -48.27475 21.28411 -2.79169
H -46.89826 24.10284 -5.88458
H -48.41964 22.69966 -8.01066
C -54.93635 18.38511 -8.86374
C -55.02061 19.43309 -10.03600
C -53.70821 20.01661 -10.60593
C -52.37727 19.59718 -10.01257
C -52.27600 18.51225 -8.88945
C -53.69557 17.98352 -8.27432
N -51.09985 20.10978 -10.60072
O -51.16951 20.62433 -11.75552
O -50.02566 19.83136 -10.09204
H -55.69583 17.88015 -8.39886
H -56.06876 19.63031 -10.49489
H -53.90835 20.73989 -11.41607
H -51.31839 18.21665 -8.42218
H -53.58102 17.15955 -7.68703
C -53.78169 19.73349 -4.71803
C -54.75349 20.53677 -3.83393
C -54.51277 22.08885 -3.81496
C -53.27850 22.76688 -4.56322
C -52.29421 21.65363 -5.24039
C -52.68585 20.25088 -5.29880
N -52.99068 24.20870 -4.63371
O -54.17819 24.99081 -4.74741
O -51.93088 24.62417 -4.83563
H -54.02652 18.85963 -5.10933
H -55.60103 20.21309 -3.50824
H -55.16855 22.93497 -3.12904
H -51.33215 22.08229 -5.58056
H -51.97422 19.53877 -5.91521
C -47.39115 17.43069 -8.63168
O -46.33745 17.45381 -8.02413
N -47.35899 16.94229 -9.79019
C -48.50665 16.81963 -10.69673
C -46.02427 16.39221 -10.37460
H -48.32775 17.84141 -8.20990
H -48.87019 15.75219 -10.93769
H -48.45793 17.62325 -11.50977
H -49.35337 17.25732 -10.25639
H -45.54613 15.48963 -9.79322
H -45.17744 17.04378 -10.21966
H -45.97068 16.24974 -11.37880
C -50.58351 16.93313 -0.30116
O -50.46855 16.96474 0.94949
N -50.13793 17.92527 -1.15643
C -50.55815 17.92210 -2.63690
C -49.32039 18.95433 -0.52377
H -51.25990 16.14744 -0.72427
H -51.38419 17.34317 -2.70043
H -49.73078 17.69886 -3.45296
H -51.02262 18.85991 -2.88560
H -49.82863 19.73624 0.00272
H -48.81998 19.47885 -1.30342
H -48.61254 18.49926 0.31816
C -47.57306 13.80968 -5.71637
O -47.19225 13.57892 -4.56819
N -48.07309 12.88484 -6.53262
C -48.78742 13.21362 -7.83308
C -47.94987 11.42259 -6.07361
H -47.57722 14.76180 -6.17447
H -49.72708 13.61659 -7.73675
H -48.74498 12.14699 -8.26965
H -48.23775 13.93207 -8.54821
H -49.03256 11.06514 -6.09323
H -47.31706 11.24429 -5.21714
H -47.31016 10.63325 -6.78871
```

Values from the calculation:
spin multiplicity	1
HOMO	-6.6265	eV
relative energy (zero: lowest compared OMol25 entry of this formula, charge and spin)	3.979	eV
net charge	-1
Kohn-Sham gap	7.16	eV
LUMO	0.5	eV


> The highest spin multiplicity belongs to which entry?

C15H11N4O7S2Ti


> spin multiplicity of number 2 (C40H47N8O16)?

1


> The lowest relative energy (zero: lowest compared OMol25 entry of this formula, charge and spin) belongs to which entry?

C15H11N4O7S2Ti